Formula: C18H21F2N5
Source: OMol25
Level of theory: ωB97M-V/def2-TZVPD

Each atom is followed by the atoms it is bonded to, with distances in Å.
Geometry (Å):
1 C -4.546 1.807 -1.172  C2 1.487, H44 1.086, H45 1.089, H46 1.089
2 C -3.144 2.269 -0.989  C1 1.487, N3 1.322, C6 1.406
3 N -2.487 2.070 0.140  C2 1.322, N4 1.337
4 N -1.270 2.596 -0.028  N3 1.337, C5 1.354, C12 1.434
5 C -1.126 3.142 -1.258  N4 1.354, C6 1.379, C8 1.486
6 C -2.326 2.947 -1.909  C2 1.406, C5 1.379, H7 1.071
7 H -2.581 3.252 -2.904  C6 1.071
8 C 0.116 3.817 -1.716  C5 1.486, H9 1.090, H10 1.090, H11 1.087
9 H 0.458 4.544 -0.981  C8 1.090
10 H 0.920 3.098 -1.882  C8 1.090
11 H -0.078 4.333 -2.653  C8 1.087
12 C -0.310 2.506 1.034  N4 1.434, H13 1.094, H14 1.091, C15 1.549
13 H 0.223 3.457 1.127  C12 1.094
14 H -0.875 2.326 1.950  C12 1.091
15 C 0.734 1.380 0.836  C12 1.549, N16 1.443, H42 1.093, H43 1.096
16 N 0.251 0.023 0.749  C15 1.443, C17 1.448, C21 1.454
17 C -0.560 -0.384 1.878  N16 1.448, H18 1.089, H19 1.098, H20 1.089
18 H -0.049 -0.110 2.800  C17 1.089
19 H -1.562 0.066 1.867  C17 1.098
20 H -0.672 -1.467 1.855  C17 1.089
21 C -0.361 -0.345 -0.518  N16 1.454, C22 1.495, H40 1.097, H41 1.101
22 C -0.358 -1.828 -0.709  C21 1.495, C23 1.393, C26 1.404
23 C 0.584 -2.780 -0.328  C22 1.393, N24 1.359, C29 1.452
24 N 0.059 -3.981 -0.688  C23 1.359, N25 1.323, H28 1.008
25 N -1.122 -3.869 -1.273  N24 1.323, C26 1.319
26 C -1.395 -2.579 -1.285  C22 1.404, N25 1.319, H27 1.072
27 H -2.314 -2.219 -1.703  C26 1.072
28 H 0.465 -4.893 -0.547  N24 1.008
29 C 1.869 -2.644 0.334  C23 1.452, C30 1.396, C34 1.396
30 C 2.662 -1.513 0.133  C29 1.396, C31 1.380, H39 1.075
31 C 3.872 -1.354 0.778  C30 1.380, C32 1.384, H38 1.078
32 C 4.308 -2.343 1.642  C31 1.384, C33 1.382, F37 1.346
33 C 3.569 -3.489 1.865  C32 1.382, C34 1.381, H36 1.078
34 C 2.364 -3.618 1.203  C29 1.396, C33 1.381, F35 1.353
35 F 1.645 -4.742 1.429  C34 1.353
36 H 3.914 -4.259 2.535  C33 1.078
37 F 5.485 -2.194 2.279  C32 1.346
38 H 4.481 -0.479 0.618  C31 1.078
39 H 2.319 -0.758 -0.551  C30 1.075
40 H 0.204 0.130 -1.329  C21 1.097
41 H -1.404 -0.003 -0.595  C21 1.101
42 H 1.315 1.587 -0.066  C15 1.093
43 H 1.418 1.426 1.691  C15 1.096
44 H -4.883 1.302 -0.271  C1 1.086
45 H -5.201 2.654 -1.374  C1 1.089
46 H -4.612 1.120 -2.015  C1 1.089

- E_tot: -1172.0021 a.u.
- HOMO: -8.274 eV
- Total charge: 0
- ΔE to the lowest compared entry with this formula, charge and spin: 28.9 kJ/mol
- Max |F|: 0.89 eV Å⁻¹
- SMILES: Cc1cc(C)n(CCN(C)Cc2cn[nH]c2-c2ccc(F)cc2F)n1
- Orbital gap: 8.91 eV